Density functional theory data (ωB97M-V/def2-TZVPD) for a cluster of 7 separate species, C44H30FN2O14P in total.

## Properties
**Energy**: -3298.6244 a.u.
**Highest occupied orbital energy**: -8.8120 eV
**SMILES string**: OP(O)c1ccc(F)c2nccnc12.O=C1C=CC(=O)C=C1.O=C1C=CC(=O)C=C1.O=C1C=CC(=O)C=C1.O=C1C=CC(=O)C=C1.O=C1C=CC(=O)C=C1.O=C1C=CC(=O)C=C1

The geometry in ORCA input format:
```
! wB97M-V def2-TZVPD RIJCOSX def2/J DEFGRID3
* xyz 0 1
O 3.98 4.22 0.34
P 3.68 5.25 -0.89
O 4.06 4.26 -2.14
C 1.84 5.22 -0.86
C 1.20 6.43 -0.78
C -0.21 6.51 -0.70
C -0.93 5.37 -0.71
F -2.26 5.42 -0.62
C -0.33 4.09 -0.80
N -1.11 2.97 -0.79
C -0.47 1.84 -0.85
C 0.95 1.77 -0.91
N 1.72 2.82 -0.92
C 1.08 4.02 -0.88
H 4.00 3.30 0.02
H 3.45 4.35 -2.88
H 1.79 7.34 -0.77
H -0.71 7.47 -0.61
H -1.04 0.92 -0.85
H 1.42 0.80 -0.96
O -7.27 1.04 -1.77
C -6.37 0.82 -0.98
C -6.55 -0.13 0.15
C -5.56 -0.35 1.01
C -4.24 0.33 0.87
O -3.34 0.11 1.65
C -4.07 1.28 -0.25
C -5.06 1.51 -1.11
H -7.51 -0.61 0.22
H -5.66 -1.04 1.84
H -3.10 1.76 -0.33
H -4.95 2.19 -1.95
O 0.94 0.54 -7.87
C 0.79 0.25 -6.70
C 0.43 1.27 -5.69
C 0.26 0.96 -4.41
C 0.43 -0.44 -3.95
O 0.28 -0.73 -2.77
C 0.78 -1.47 -4.95
C 0.95 -1.15 -6.23
H 0.31 2.29 -6.06
H 0.00 1.69 -3.66
H 0.88 -2.48 -4.59
H 1.21 -1.89 -6.99
O 2.87 5.61 4.86
C 3.33 4.49 4.87
C 3.68 3.78 3.62
C 4.18 2.55 3.64
C 4.42 1.83 4.91
O 4.87 0.71 4.93
C 4.08 2.54 6.17
C 3.58 3.77 6.15
H 3.49 4.31 2.69
H 4.43 2.01 2.73
H 4.26 2.00 7.09
H 3.32 4.31 7.06
O 2.67 -3.71 -5.13
C 3.51 -3.92 -4.28
C 3.23 -4.83 -3.14
C 4.14 -5.05 -2.20
C 5.47 -4.39 -2.25
O 6.30 -4.59 -1.38
C 5.75 -3.49 -3.39
C 4.84 -3.27 -4.34
H 2.25 -5.29 -3.13
H 3.96 -5.71 -1.36
H 6.73 -3.02 -3.41
H 5.02 -2.61 -5.18
O 2.76 -4.91 2.14
C 2.71 -3.72 1.91
C 3.86 -3.01 1.30
C 3.80 -1.71 1.04
C 2.59 -0.91 1.36
O 2.55 0.28 1.12
C 1.44 -1.62 1.98
C 1.50 -2.92 2.23
H 4.74 -3.61 1.09
H 4.63 -1.16 0.60
H 0.57 -1.02 2.20
H 0.67 -3.46 2.67
O -8.45 -6.26 5.21
C -8.32 -5.32 4.46
C -8.17 -5.51 3.00
C -8.02 -4.48 2.17
C -7.99 -3.08 2.69
O -7.86 -2.14 1.94
C -8.14 -2.89 4.15
C -8.29 -3.92 4.97
H -8.20 -6.53 2.64
H -7.92 -4.59 1.10
H -8.11 -1.86 4.50
H -8.39 -3.81 6.05
*
```